Record 1
115
Properties=species:S:1:pos:R:3:forces:R:3:mulliken_charge:R:1 method="wB97M-V/def2-TZVPD" charge=+3 orbital_gap_ev=6.31 homo_ev=-15.12 spin_multiplicity=1
Ti 0.77706 0.02172 0.45988 -0.609 0.597 -0.162 -0.894
C -0.60436 2.38060 3.04974 0.017 0.019 0.024 -1.151
N -0.69610 1.19828 3.87871 -0.025 0.109 0.118 0.547
C -1.79447 1.27553 4.84992 -0.004 -0.003 -0.101 -1.312
C 0.02720 0.07576 3.74352 0.059 -0.244 -0.177 -0.790
N 0.69972 -0.27401 2.62367 0.016 -0.039 0.541 1.165
C 1.57543 -1.45290 2.81710 0.005 0.077 0.082 -0.397
C 2.89456 -1.35540 2.07840 0.048 0.054 -0.059 -1.858
N 2.77672 -0.71366 0.73411 0.042 -0.112 0.096 1.180
C 3.77937 0.38042 0.59496 -0.030 -0.108 -0.041 -1.248
C 3.37980 1.51435 1.49095 -0.017 0.060 0.065 -0.964
N 2.08813 2.02627 1.01257 0.016 -0.339 -0.116 1.470
C 1.89029 3.31743 1.26927 -0.058 0.056 0.224 -2.080
N 1.15800 4.10005 0.41005 -0.084 -0.012 -0.097 1.145
C 1.72658 4.47827 -0.88653 0.043 0.009 0.030 -1.389
C 0.20656 5.07933 0.92337 0.079 -0.013 0.021 -1.080
N 2.38792 3.91581 2.37526 -0.122 -0.043 -0.069 0.701
C 2.78523 5.32382 2.38184 -0.036 0.013 0.011 -1.118
C 2.54738 3.24368 3.65664 0.056 -0.033 -0.009 -1.254
C 3.00152 -1.70197 -0.35211 -0.066 -0.157 0.131 -1.528
C 1.83532 -2.67342 -0.41560 -0.030 -0.051 0.047 -0.580
N 0.56422 -2.01931 -0.01206 0.004 0.115 0.224 1.379
C -0.52423 -2.80665 -0.20181 0.028 0.167 -0.113 -0.388
N -1.65077 -2.27027 -0.71285 -0.025 -0.113 -0.150 0.707
C -2.97851 -2.79686 -0.41211 0.009 -0.011 0.001 -1.321
C -1.61365 -1.35874 -1.85293 -0.023 0.051 0.090 -0.566
N -0.51157 -4.12680 0.04048 0.007 -0.044 0.031 0.240
C 0.25397 -4.76745 1.10256 -0.054 -0.017 -0.015 -1.049
C -1.22804 -5.08135 -0.81400 0.023 0.029 0.022 -1.185
N 0.02656 -0.74854 4.83802 -0.071 -0.017 0.009 0.405
C 0.22043 -0.23318 6.18972 0.014 -0.018 0.023 -1.160
C -0.45138 -2.12249 4.75020 0.038 -0.023 0.026 -0.929
H -0.20210 3.21230 3.63046 -0.006 0.036 0.008 0.591
H -1.60122 2.65696 2.70399 0.015 0.022 -0.018 0.686
H 0.02579 2.20098 2.19312 0.131 -0.017 -0.131 -0.212
H -2.65460 1.71420 4.34352 -0.015 0.005 0.014 0.420
H -1.53518 1.90296 5.70295 -0.009 0.005 -0.008 0.334
H -2.06857 0.28539 5.19778 -0.023 0.039 -0.013 0.431
H 1.04097 -2.33593 2.48568 0.017 -0.097 -0.014 -0.518
H 1.80789 -1.59497 3.87085 0.034 0.014 -0.006 1.126
H 3.31184 -2.35599 1.95850 0.028 0.001 0.032 0.508
H 3.60897 -0.78661 2.66743 0.003 0.017 -0.005 0.514
H 3.78370 0.69820 -0.44730 0.019 0.036 -0.003 0.171
H 4.76688 -0.01666 0.84377 0.008 0.005 0.013 0.447
H 4.15033 2.28810 1.46339 -0.027 0.037 -0.043 0.794
H 3.33600 1.16014 2.52257 0.020 0.015 0.032 0.203
H 2.62731 3.90751 -1.09483 0.005 -0.049 -0.015 0.431
H 2.00816 5.53527 -0.85409 -0.009 -0.004 -0.022 0.591
H 1.01097 4.33998 -1.69434 -0.022 -0.020 -0.006 0.254
H -0.05227 4.85847 1.95551 -0.011 -0.018 0.030 0.302
H -0.70319 5.03813 0.32133 0.003 -0.005 -0.016 0.286
H 0.59401 6.09958 0.87164 -0.012 0.016 0.009 0.417
H 2.81343 5.71444 1.36990 0.001 0.003 0.000 0.337
H 3.78771 5.40164 2.80322 -0.009 -0.009 0.011 0.377
H 2.10727 5.92616 2.98904 0.000 -0.003 -0.010 0.378
H 2.01768 2.29497 3.65380 -0.007 -0.011 -0.014 0.259
H 2.12114 3.87841 4.43598 0.020 0.017 -0.007 0.390
H 3.59768 3.07063 3.89909 0.006 0.005 -0.007 0.340
H 3.92514 -2.24770 -0.14751 0.054 0.043 -0.050 0.654
H 3.12274 -1.15508 -1.27971 -0.061 0.019 -0.032 0.206
H 2.04710 -3.54063 0.20986 0.045 0.083 0.024 0.439
H 1.74557 -3.03619 -1.44237 0.008 -0.053 0.013 0.666
H -3.38279 -3.39582 -1.22932 0.009 0.003 -0.009 0.394
H -3.64684 -1.95041 -0.25061 -0.004 -0.005 0.007 0.411
H -2.95037 -3.39740 0.49323 0.006 0.001 0.008 0.408
H -0.62137 -0.93573 -1.97237 0.028 -0.034 -0.007 -0.192
H -2.33746 -0.55753 -1.70113 -0.004 0.011 -0.009 0.193
H -1.88508 -1.89859 -2.76386 -0.030 -0.002 0.009 0.460
H 0.64386 -4.03111 1.79449 0.000 0.022 0.026 0.353
H 1.07592 -5.36054 0.69804 -0.014 -0.017 -0.007 0.341
H -0.41148 -5.43747 1.64766 0.010 -0.007 0.012 0.423
H -1.56677 -4.59816 -1.72440 0.000 0.003 -0.004 0.365
H -2.07442 -5.52830 -0.29258 -0.007 -0.003 -0.015 0.384
H -0.52897 -5.87136 -1.08791 -0.022 -0.017 0.010 0.412
H 0.56250 0.79856 6.15005 0.010 -0.018 0.008 0.315
H 0.98818 -0.82815 6.68642 -0.006 -0.014 -0.004 0.399
H -0.69147 -0.28327 6.78849 0.027 -0.012 0.010 0.386
H -0.68112 -2.37981 3.71843 -0.034 0.012 0.007 0.182
H -1.36750 -2.23192 5.33632 0.010 0.010 0.016 0.421
H 0.28574 -2.82886 5.13799 0.001 -0.004 -0.008 0.306
O 3.88591 2.25025 -2.78444 -0.036 -0.020 0.023 -0.493
C 3.10156 1.65430 -3.73412 0.042 -0.006 0.032 0.882
C 3.54293 1.45088 -5.03591 -0.011 -0.007 0.016 -0.901
C 2.71801 0.82150 -5.95003 -0.021 -0.016 -0.049 -0.657
C 1.44899 0.38020 -5.58314 0.065 0.023 0.012 -1.295
C 1.01840 0.59046 -4.28852 0.008 0.029 0.042 -0.501
C 1.82951 1.23541 -3.35220 -0.146 -0.043 -0.126 -0.146
C 1.36351 1.46454 -1.95666 -0.184 -0.271 0.179 1.595
O 1.27644 0.24016 -1.18785 0.583 0.209 -0.777 0.396
N 0.03747 2.01046 -1.87364 0.092 0.395 0.128 -0.593
N -0.66216 1.63381 -0.75395 0.069 -0.165 0.050 1.139
C -1.87594 2.03351 -0.68310 -0.102 0.004 0.181 -1.604
C -2.81800 1.58318 0.31647 0.096 0.114 -0.135 0.550
Br -2.16770 0.15145 1.36338 0.170 -0.293 -0.038 -0.269
C -4.03536 2.13733 0.44072 -0.144 0.029 0.033 -0.462
C -5.17882 1.91936 1.31212 0.152 0.020 -0.098 1.124
C -5.34012 0.83572 2.18699 -0.019 -0.061 0.052 -0.141
C -6.47978 0.73485 2.96249 0.012 0.020 -0.013 -0.985
C -7.47026 1.70953 2.88771 -0.015 -0.029 0.029 -0.430
C -7.32698 2.78452 2.02383 0.040 0.022 -0.038 -0.771
C -6.19312 2.88269 1.23685 -0.072 0.013 0.022 -0.704
H 4.71505 2.53838 -3.18239 0.046 0.020 -0.029 0.340
H 4.53108 1.78396 -5.33170 -0.006 0.004 0.005 0.407
H 3.07037 0.67130 -6.96183 -0.009 -0.001 0.005 0.451
H 0.81347 -0.11420 -6.30406 0.004 0.003 0.006 0.465
H 0.03288 0.24773 -3.98872 0.002 -0.007 -0.031 0.204
H 2.06784 2.06984 -1.40454 0.055 0.093 0.022 -0.662
H -0.48850 2.08430 -2.73153 -0.056 -0.163 -0.046 0.542
H -2.27016 2.72008 -1.43172 0.023 0.019 0.000 0.566
H -4.18585 2.95044 -0.26756 -0.011 0.006 0.020 0.279
H -4.59906 0.05256 2.25422 -0.053 0.043 -0.009 0.515
H -6.60525 -0.11103 3.62491 -0.010 0.006 0.000 0.438
H -8.35894 1.62235 3.49848 0.004 -0.001 -0.002 0.418
H -8.09918 3.53817 1.95522 0.000 -0.006 0.006 0.424
H -6.08764 3.71568 0.55221 -0.004 -0.003 0.004 0.397



Record 2
19
Properties=species:S:1:pos:R:3:forces:R:3:nbo_charge:R:1 method="wB97M-V/def2-TZVPD" orbital_gap_ev=10.14 homo_ev=-9.40 spin_multiplicity=1
C -1.58835 -3.52398 0.47180 0.609 0.272 0.676 -0.406
N -0.17224 -3.27190 0.73063 0.509 -0.113 -0.994 -0.617
C 0.63727 -2.83329 -0.27533 -0.707 1.802 0.407 0.315
N 1.75018 -2.20198 -0.17856 -0.207 0.059 -0.012 -0.773
H -2.11796 -3.21638 1.37141 -0.312 -0.283 -0.084 0.212
H -1.78448 -4.56086 0.20842 -0.155 -0.063 0.096 0.195
H -1.91345 -2.86396 -0.32747 -0.058 -0.061 -0.082 0.207
H 0.27314 -3.38996 1.62389 -0.418 -0.070 0.233 0.394
H 0.10040 -2.73977 -1.22121 0.361 -0.838 -0.294 0.159
H 1.91709 -1.92861 0.78950 0.444 -0.695 0.240 0.327
H 0.39559 1.99278 0.63381 0.115 0.176 -0.184 0.494
H 1.12244 3.29535 0.36553 0.038 -0.055 0.001 0.463
O 0.39961 2.92905 0.88132 -0.163 0.035 0.168 -0.964
H -1.26097 6.69616 -1.42132 -0.016 0.414 -0.489 0.462
H -0.78732 6.95958 -0.08324 0.248 0.527 0.276 0.465
O -0.88654 7.43398 -0.91982 -0.228 -0.968 0.226 -0.928
H 1.53986 -0.16351 -0.39188 0.146 -0.582 -0.221 0.497
H 1.28858 0.74906 -1.59442 0.036 -0.051 -0.053 0.478
O 1.08714 0.63822 -0.66306 -0.241 0.494 0.090 -0.981



Record 3
93
Properties=species:S:1:pos:R:3:forces:R:3:mulliken_charge:R:1 method="wB97M-V/def2-TZVPD" orbital_gap_ev=9.35 smiles="COC[C@]1([PH2]=O)OC(=O)O[C@]1(COC(F)(F)F)P(O)Br.CCO.CCO.CCO.CCO.CCO.CCO.CCO" homo_ev=-9.03 spin_multiplicity=1
C -0.83262 2.41909 -2.83754 -0.115 -0.043 -0.495 -0.602
O -0.28097 3.16605 -1.76198 -0.042 -0.465 0.325 -0.325
C -1.21185 3.97217 -1.08094 0.292 0.433 -0.190 -1.069
C -1.31448 3.68149 0.40705 -0.268 -0.109 0.055 1.128
P -2.85462 4.60944 0.99669 0.248 0.281 -0.264 0.388
O -2.63989 6.07364 1.04278 0.027 -0.117 -0.139 -0.675
O -0.24146 4.30784 1.14339 -0.266 0.112 0.126 -0.354
C -0.26247 3.75455 2.39390 0.013 -0.340 -0.235 0.394
O 0.21903 4.21853 3.36391 0.121 0.112 0.131 -0.532
O -0.93834 2.56734 2.34456 -0.031 0.182 -0.217 -0.481
C -1.18367 2.24388 0.94018 0.052 0.016 0.290 0.995
C -2.47206 1.44783 0.81961 -0.316 0.195 0.146 -1.146
O -2.34574 0.13890 1.36934 0.288 0.135 -0.196 -0.284
C -2.94540 -0.86237 0.70773 -0.447 0.540 0.253 0.903
F -2.60488 -0.95312 -0.57172 0.235 0.049 -0.571 -0.228
F -4.28875 -0.72883 0.72409 -0.238 0.075 0.002 -0.315
F -2.64143 -1.98689 1.30426 0.237 -0.696 0.392 -0.236
P 0.49870 1.46628 0.39771 -0.183 -0.037 -0.042 0.390
O -0.10157 0.44010 -0.72752 0.093 -0.139 -0.272 -0.398
Br 0.71975 -0.00361 2.05241 0.131 -0.051 0.341 -0.218
H -1.30478 3.09437 -3.56100 0.083 -0.171 0.139 0.298
H -0.00237 1.91978 -3.34120 -0.090 0.115 0.113 0.245
H -1.54464 1.64163 -2.52710 0.103 0.203 0.252 0.192
H -2.20561 3.90787 -1.54829 0.118 -0.137 0.108 0.592
H -0.88607 5.01884 -1.16832 -0.208 -0.275 -0.075 0.044
H -3.23691 4.02125 2.21329 0.015 -0.053 0.009 0.124
H -3.83328 4.16998 0.08144 -0.067 -0.109 0.127 0.078
H -3.23378 1.96669 1.41970 0.055 -0.124 -0.127 0.466
H -2.83074 1.41352 -0.21660 0.324 -0.025 0.094 0.486
H 0.42808 -0.37075 -0.75496 -0.126 0.091 -0.033 0.291
C 0.64167 -3.82622 3.01639 0.050 0.110 0.074 -0.474
C 1.80661 -3.70709 3.97824 -0.111 -0.046 0.093 -0.240
O 1.62822 -2.65140 4.91911 0.045 0.009 -0.040 -0.526
H 0.50242 -2.88586 2.48408 -0.006 -0.011 -0.065 -0.088
H 0.80452 -4.62071 2.28857 -0.022 -0.029 0.015 0.197
H -0.28637 -4.04690 3.54688 0.004 -0.082 -0.017 0.333
H 2.72540 -3.47441 3.43912 0.025 0.028 0.033 0.163
H 1.96036 -4.65117 4.51476 0.053 -0.038 -0.076 0.269
H 0.82662 -2.83442 5.41974 0.010 0.038 -0.026 0.305
C 0.04429 6.90095 -5.27285 -0.005 -0.073 -0.078 -1.264
C -0.50502 5.72479 -4.48633 0.281 0.022 0.067 0.101
O 0.00188 4.48103 -4.97101 -0.088 0.034 -0.200 -0.508
H -0.20658 6.80131 -6.32953 -0.011 0.005 0.006 0.340
H -0.35939 7.84630 -4.90929 -0.009 -0.003 0.017 0.351
H 1.13271 6.94297 -5.18899 -0.006 0.032 0.041 0.320
H -1.58945 5.67359 -4.58792 -0.013 -0.071 -0.025 0.284
H -0.26810 5.82448 -3.42384 -0.065 0.100 0.018 0.095
H 0.95892 4.48166 -4.86915 -0.027 0.049 0.041 0.316
C 5.58886 1.25079 0.35794 -0.086 0.033 0.016 -1.056
C 4.89882 -0.09862 0.39510 0.004 0.017 0.021 -0.284
O 3.49966 0.00565 0.14066 -0.034 -0.004 -0.241 -0.415
H 5.13515 1.92741 1.08229 0.016 -0.008 0.013 0.258
H 6.65063 1.15176 0.58707 0.005 -0.010 -0.007 0.366
H 5.49630 1.70609 -0.63128 0.034 -0.012 -0.009 0.332
H 4.97856 -0.54369 1.38609 0.002 -0.013 0.003 0.262
H 5.36196 -0.78667 -0.32024 0.008 -0.020 0.026 0.278
H 3.39197 0.39464 -0.73449 0.050 0.044 0.040 0.233
C -0.85766 -5.04568 -0.83568 0.061 0.050 0.069 -0.933
C -1.36029 -6.04503 0.18847 -0.092 0.131 0.000 -0.095
O -1.72468 -5.40878 1.41264 -0.043 -0.037 -0.027 -0.465
H -0.00189 -4.49655 -0.43841 0.013 -0.016 -0.010 0.279
H -0.55975 -5.54494 -1.75843 -0.028 -0.017 -0.003 0.347
H -1.63945 -4.32245 -1.07905 -0.025 -0.036 -0.041 0.230
H -0.57864 -6.75921 0.44736 -0.001 -0.008 0.020 0.317
H -2.21088 -6.59842 -0.21598 0.050 -0.055 -0.045 0.050
H -2.42343 -4.77573 1.21585 0.035 0.000 0.032 0.274
C 5.37831 -5.62841 5.16468 0.063 0.001 0.000 -1.017
C 5.72973 -5.50765 3.69312 -0.094 -0.173 0.099 -0.143
O 6.53058 -6.60015 3.25079 0.001 0.053 -0.037 -0.530
H 6.28797 -5.68348 5.76325 -0.007 0.024 0.010 0.306
H 4.78509 -4.77804 5.50455 -0.010 0.006 -0.028 0.294
H 4.80206 -6.53892 5.34701 -0.037 0.021 -0.001 0.322
H 6.31973 -4.61098 3.50969 0.011 0.001 -0.026 0.272
H 4.81739 -5.44341 3.08987 0.010 0.075 -0.015 0.205
H 6.02815 -7.40991 3.38610 0.032 0.015 -0.005 0.301
C -4.71996 -8.63834 -2.78140 0.094 0.006 0.000 -1.046
C -4.68215 -7.27066 -2.12743 0.002 0.001 -0.069 -0.229
O -3.48141 -6.56109 -2.42025 -0.035 -0.014 -0.041 -0.458
H -3.86396 -9.23448 -2.46418 -0.014 -0.007 0.013 0.275
H -5.63419 -9.17147 -2.51788 -0.012 0.009 0.001 0.339
H -4.68276 -8.54791 -3.86962 -0.034 -0.003 -0.001 0.317
H -4.70746 -7.36475 -1.04203 -0.012 0.012 0.011 0.267
H -5.55170 -6.67924 -2.43294 -0.019 0.001 0.047 0.295
H -3.42947 -6.44363 -3.37454 0.022 0.008 0.034 0.267
C -0.56538 9.41712 -0.77862 0.044 -0.015 0.003 -1.198
C -1.03260 8.28275 -1.66970 -0.035 -0.076 0.225 0.057
O -0.47849 7.03150 -1.25915 -0.007 0.228 -0.042 -0.519
H 0.52263 9.48430 -0.79249 0.003 0.015 -0.018 0.288
H -0.97961 10.37123 -1.10768 -0.013 -0.002 -0.013 0.386
H -0.87889 9.24890 0.25377 -0.038 0.000 -0.021 0.341
H -0.70631 8.43796 -2.69664 0.036 -0.025 -0.026 0.000
H -2.12596 8.21876 -1.66819 0.000 0.032 -0.025 0.302
H -0.77249 6.87499 -0.35285 -0.064 0.050 0.143 0.200



no.,E (Eh)
1,-5677.2884
2,-418.6011
3,-5440.9867